# 1
{
  "formula": "C48H84N2O42P6",
  "method": "ωB97M-V/def2-TZVPD",
  "charge": 0,
  "smiles": "O=C1C=C(O)C(=O)C=C1O.O=C1C=C(O)C(=O)C=C1O.O=C1C=C(O)C(=O)C=C1O.O=C1C=C(O)C(=O)C=C1O.COP(=O)(OC)OC.COP(=O)(OC)OC.COP(=O)(OC)OC.COP(=O)(OC)OC.COP(=O)(OC)OC.COP(=O)(OC)OC.CN(C)C=O.CN(C)C=O",
  "elements": ["C", "C", "H", "C", "C", "H", "H", "C", "H", "H", "H", "H", "O", "H", "H", "C", "H", "H", "C", "H", "H", "O", "H", "N", "P", "C", "H", "C", "H", "H", "C", "C", "H", "H", "O", "H", "C", "O", "C", "C", "H", "H", "H", "O", "H", "H", "H", "H", "O", "C", "H", "H", "C", "C", "H", "O", "C", "O", "O", "H", "C", "C", "O", "C", "H", "H", "O", "H", "H", "O", "C", "H", "H", "P", "C", "H", "O", "C", "P", "H", "C", "C", "H", "H", "H", "C", "H", "C", "O", "C", "O", "O", "C", "C", "H", "C", "O", "H", "O", "H", "O", "P", "O", "H", "O", "H", "H", "P", "C", "O", "O", "C", "O", "H", "H", "H", "C", "N", "H", "H", "O", "C", "O", "H", "H", "H", "C", "O", "O", "H", "H", "C", "H", "H", "C", "O", "H", "H", "H", "H", "O", "C", "O", "H", "H", "H", "C", "H", "O", "H", "H", "H", "C", "H", "O", "H", "O", "O", "H", "O", "C", "H", "C", "O", "H", "O", "H", "H", "O", "H", "O", "C", "H", "C", "H", "O", "H", "C", "P", "O", "C", "H"],
  "coordinates": [[-2.7786, -4.9523, 1.3408], [3.3672, 4.9595, 4.7719], [-8.8966, -1.0196, -0.6528], [3.3783, 5.3851, 2.3053], [-0.1561, 5.9968, -2.3845], [1.5673, -2.5597, -2.6074], [2.5416, 2.4642, -2.8898], [-0.6152, 0.3869, -1.3233], [5.7752, -0.6859, 2.0182], [-1.5814, 0.9123, 4.6785], [-0.1537, 0.5807, -2.2916], [0.9728, -3.1754, -8.1780], [4.4654, 6.1832, -4.4226], [10.2008, -5.0788, 2.4922], [5.6119, 6.2836, -2.0760], [-2.8283, -6.7129, -4.3915], [2.2871, -2.5201, -7.3155], [1.4204, -1.6799, -8.6721], [3.6589, 4.0071, -3.8252], [2.8075, -4.9910, 4.3331], [-2.5626, -7.5058, -5.0906], [0.0790, 5.6381, 1.3131], [2.3496, 5.7368, 2.3845], [4.4497, -5.2940, 2.8818], [8.0395, -2.9157, 1.1251], [-1.6888, -3.2766, -2.9268], [4.6343, 2.9478, 4.1915], [1.3240, -2.2401, -7.7421], [-0.7118, -0.6983, -1.2900], [-7.6589, 2.1631, -4.9622], [-6.0174, 2.9599, 7.5210], [-1.3950, 6.4486, -2.5749], [-7.5871, 4.5371, 0.0782], [6.5415, -1.0143, 3.6217], [-5.7098, -0.1772, -3.8681], [8.6706, -5.8387, 2.4395], [-2.0788, -3.6754, 1.6439], [4.5283, 2.6991, 2.1482], [-4.6404, 3.7286, 0.1541], [-2.1067, 1.8051, 4.3396], [4.1260, 2.8644, 0.2982], [-6.0539, 0.3938, 1.6141], [11.3337, -2.2559, 1.0469], [-2.7771, 2.5070, 5.3985], [5.9018, -2.3142, 2.7881], [-9.3063, 1.9241, -4.5031], [5.8254, -6.0400, 1.5415], [4.1505, -6.0143, 4.8347], [-1.3319, -7.0067, -1.5514], [-3.3983, -5.3648, 3.7775], [3.5363, 4.9110, 1.3366], [-4.4656, -7.2239, 2.7381], [-2.2846, 6.6827, -1.4626], [0.7458, 2.4273, 2.2475], [-2.5920, 7.2493, -3.8038], [-6.6853, 4.6522, -0.2303], [-8.4355, 1.4009, -4.8983], [-2.0470, -4.5219, -2.2310], [0.4444, -1.6241, -6.8927], [2.9625, 0.1760, 0.0876], [-6.6353, 2.4425, 0.9171], [-2.6930, -4.0736, 4.0147], [-3.5903, 0.3102, 1.0270], [-4.4131, 1.3854, 0.8828], [2.8466, -1.7133, -3.2811], [0.7119, 0.8598, -6.9444], [-2.5092, 2.8319, 0.3451], [3.3569, -1.3235, 0.7878], [-0.5868, 5.5780, 2.0020], [1.2939, 1.1754, 1.9054], [5.5847, -6.0410, 2.6159], [2.8088, -4.3781, 2.0787], [-1.7605, -2.4710, -2.1961], [0.4273, 0.0427, 1.1219], [3.3202, 3.1929, -2.7190], [4.4625, -4.3629, 4.6697], [-4.6509, 2.9650, 6.9677], [-6.0088, 0.3458, 5.1119], [0.8835, -1.2376, -5.2926], [0.3835, 5.7490, -3.2866], [-5.9248, 3.5986, 0.3193], [-2.1488, -3.2791, 3.0594], [2.3191, -5.6336, -1.9168], [2.3795, 0.5001, -7.3305], [-6.5812, 1.1437, 4.6388], [-0.4783, 5.9884, 0.0790], [-8.6641, 0.9442, -5.8612], [3.8636, 3.4566, -1.4686], [-3.4568, 7.1131, -1.6457], [3.8915, -4.3838, 1.9532], [-0.3055, -0.8917, -4.4719], [6.2654, -6.5271, 3.4498], [9.2241, -5.0014, 2.0145], [-3.3660, -5.7154, 2.3005], [-2.5093, -3.1695, -3.6363], [5.1025, 5.3748, -2.3606], [0.2533, 0.7495, -0.3671], [-0.7432, -3.2064, -3.4644], [7.5975, -1.5337, 1.9456], [9.9779, -1.5564, 1.8464], [1.4238, -1.1341, 0.7626], [-1.1384, -5.8725, -2.4469], [1.9962, -0.0701, -5.5201], [-2.6924, 0.6498, 1.0340], [0.3705, -5.1904, -2.5850], [-0.2756, 2.5658, 1.8930], [2.8360, -3.4980, -3.4631], [-4.4235, 2.4804, 5.4489], [-7.9854, -0.4225, -0.6896], [3.2655, 3.7964, -4.9593], [-5.1750, 3.1657, 4.3710], [-4.3738, 0.0056, -3.5903], [-1.6839, -2.9365, 0.7623], [4.2122, -4.5363, 0.9227], [-6.6416, 2.4412, 6.7933], [-3.7578, 0.5970, -4.2677], [0.4984, 5.7089, -1.0519], [3.7101, 4.4405, 3.3966], [10.4908, -0.7194, 0.4045], [-7.5628, -0.4780, 0.3135], [-7.8439, 2.2776, 1.2297], [2.2303, -2.5918, -3.4721], [-1.9062, 6.5776, -3.8162], [1.3097, 3.1488, 1.6563], [-1.5154, -1.5106, 2.6191], [-8.3917, 0.5889, -0.6790], [10.4109, -1.7076, 0.8576], [6.9067, -3.4912, 0.3284], [-1.5084, -6.2851, -3.9959], [-2.8331, 1.3912, 3.6402], [-6.5327, -0.2966, 5.8197], [4.3582, 5.2295, -3.4768], [1.4973, -6.9929, -2.6372], [-4.4073, 4.6635, -0.3338], [4.9781, 4.4568, -1.2401], [1.7384, 5.5642, -0.9195], [2.4749, -1.4082, -0.8260], [3.9388, 6.3105, 2.4380], [-4.1517, 0.2283, -2.5467], [3.4771, 4.1985, 5.5444], [3.5469, 2.6552, -0.4384], [2.6418, -0.8655, 0.1045], [-0.8797, -0.2856, 1.7179], [-1.3412, 2.4822, 3.9606], [-3.3981, -7.2206, -3.6132], [-2.2202, 6.5993, 0.7786], [4.3365, 3.2772, 3.1839], [0.6772, 2.6143, 3.3192], [-4.0801, -6.8431, 1.9457], [2.3130, 5.2251, 4.8507], [-5.9069, 2.4472, 8.4765], [9.2694, -5.1866, 0.9413], [6.4008, -1.3638, 2.5989], [-2.7196, -3.7713, 5.0512], [1.6506, -2.5091, -4.7925], [2.1467, -5.7786, -3.6493], [-4.7895, 0.8973, 5.6074], [-3.9130, -6.0813, 4.6787], [-5.6117, -0.3178, 4.3438], [-8.1909, 0.3599, -3.9463], [-1.7011, 6.4204, -0.1515], [4.1759, -3.3570, 2.1831], [1.6193, -5.9118, -2.7047], [-7.1774, -0.7195, -1.7743], [2.0809, 1.7919, -6.1911], [5.6666, 4.5582, -0.1966], [-3.3450, -5.9251, -4.9397], [-2.8611, -5.3292, 0.3321], [9.3646, -2.4437, 0.2346], [-3.9251, -0.9857, -3.6544], [-6.4911, 1.7019, -2.4191], [-3.6820, 2.6833, 0.3967], [4.0385, 5.8790, -5.2269], [3.8774, -5.1613, 4.2134], [-1.5977, 0.8538, -1.2531], [-1.6708, -2.0825, 3.3744], [-6.4216, 3.9529, 7.7178], [1.7176, 0.8204, -6.5259], [-6.9152, 0.3799, -2.9368], [8.6029, -3.7799, 2.3306], [-5.7355, 1.3029, 1.1257], [4.0428, 5.7884, 4.9832]],
  "forces_ev_per_angstrom": [[-0.1, -0.8, 1.0], [0.7, -0.9, -1.1], [0.2, -0.5, -0.4], [-0.3, -0.3, 0.6], [1.1, -1.1, 0.0], [-0.9, -0.5, -0.6], [0.2, -0.3, 0.3], [-1.3, -1.9, -2.1], [-0.2, 0.0, 0.2], [0.0, 0.1, 0.6], [-0.2, 0.3, -0.1], [-0.7, -0.4, 0.7], [-0.2, -0.1, 0.5], [0.2, 0.5, -0.3], [0.3, 0.1, -0.6], [1.1, -1.0, -0.5], [0.2, 0.5, 0.1], [0.5, 0.7, 0.2], [-1.3, -0.5, 0.2], [0.1, 0.1, -0.8], [-0.5, 0.0, -0.3], [-0.6, 0.6, -1.7], [-0.2, -0.5, -0.1], [-0.4, -1.3, 0.0], [-1.2, 2.1, -0.7], [-1.3, -0.1, 0.0], [0.3, -1.0, -0.2], [1.3, -1.3, -2.0], [-0.6, -0.2, -0.2], [0.4, -0.4, 0.0], [1.1, -0.4, -0.5], [0.2, -0.5, -1.1], [-0.5, -0.1, 0.0], [0.4, 0.6, -0.2], [-3.1, -0.1, -0.1], [-0.4, 0.2, 0.1], [-1.8, -1.1, -1.6], [0.3, -0.4, -1.1], [1.3, 0.7, -0.8], [-0.1, -0.4, 0.2], [0.5, 0.1, 1.3], [-0.5, 0.1, -0.1], [0.0, -0.1, -0.8], [-2.3, -0.2, 0.4], [-0.3, -0.1, -0.5], [-0.2, 0.0, -0.3], [-0.1, 0.0, -0.1], [-0.1, -0.3, -0.3], [0.1, 0.5, 0.5], [0.6, -0.1, 1.1], [0.1, 0.2, 0.2], [0.0, -0.1, 0.5], [-3.2, 1.6, 0.8], [-0.8, 1.0, -1.0], [-0.6, 0.0, 0.2], [0.9, -1.7, 1.3], [-0.6, 0.6, 0.5], [2.1, -1.4, 0.1], [-0.5, 0.9, 4.0], [-0.6, 0.1, -0.6], [-1.7, -2.9, 1.3], [-0.6, -0.7, 0.5], [-1.3, 0.9, 0.2], [1.3, -0.4, -0.5], [0.5, 0.0, -0.4], [-0.2, -0.1, 0.6], [2.6, -0.6, -0.1], [0.5, -0.4, -0.7], [-0.4, 0.2, 0.0], [-0.5, -2.6, -0.6], [-2.1, 2.4, -1.2], [-0.2, -0.3, -0.5], [0.1, -0.2, 0.0], [0.2, 2.3, -2.4], [0.5, 0.1, 2.4], [-0.5, 0.5, 0.5], [-0.1, 0.9, -0.7], [1.0, -0.3, -1.5], [-1.7, 0.5, -1.9], [0.4, 0.1, 0.1], [-3.8, 2.3, -1.2], [0.0, 0.4, 1.4], [-0.4, 0.3, 0.2], [-0.1, 0.4, -0.5], [-0.4, -0.3, 0.2], [2.7, -2.1, 0.9], [0.2, 0.1, 0.1], [-0.5, -2.5, -0.5], [3.1, -1.2, 0.5], [-0.5, 0.9, -0.6], [1.3, 0.0, -1.0], [1.5, -1.6, 1.8], [0.3, -1.8, 0.1], [-1.1, -1.0, -0.5], [0.2, 0.3, -0.2], [-0.6, 0.2, 0.8], [2.5, 1.3, 4.5], [0.0, -0.6, 0.3], [3.0, -1.8, -2.0], [0.8, 0.7, 0.4], [-2.3, 1.0, 2.1], [0.0, 1.9, -2.4], [-1.4, -3.2, 2.5], [0.9, -0.2, 0.0], [-1.0, -1.1, -0.1], [-0.2, -0.4, -0.2], [-0.1, 0.2, 0.0], [0.5, -0.9, 0.9], [-2.4, 1.1, 1.7], [0.2, 0.3, -0.6], [0.7, -0.5, 0.8], [2.4, -1.6, 1.2], [0.4, -0.1, 0.6], [-0.1, -0.3, 0.1], [-0.3, -0.1, 0.5], [-0.8, 0.6, -0.1], [1.8, 1.7, -0.8], [-1.3, 1.9, 0.1], [0.4, -0.4, -0.3], [0.9, -0.5, -0.5], [2.7, 1.9, -1.2], [0.8, 0.6, 0.3], [0.8, 0.0, 0.1], [0.2, 0.3, 0.6], [0.5, 0.4, -1.1], [0.3, 0.3, -0.5], [-1.3, 0.4, 2.1], [2.2, 0.6, 1.1], [0.7, 0.9, 1.5], [0.2, 0.5, -0.6], [0.1, 0.6, 0.4], [2.7, 2.1, -0.4], [-0.4, 0.0, 0.2], [0.7, 0.0, 0.0], [0.9, 0.9, 1.0], [-3.8, -0.1, -0.2], [1.0, 0.5, -0.3], [0.6, -0.2, -0.3], [-0.3, 0.8, 0.0], [0.4, -0.2, -0.2], [-0.2, 0.6, -1.3], [0.9, -0.7, 0.6], [0.6, 0.2, 0.0], [-0.5, -0.1, -0.5], [0.0, 0.6, 0.3], [-0.9, 0.2, -0.3], [-0.5, 0.7, 2.1], [0.8, -0.2, 0.0], [1.0, 1.3, -0.1], [0.1, 0.4, -0.5], [-0.3, -0.2, -0.2], [0.3, 0.2, 0.0], [-1.6, -0.5, 0.9], [0.1, 0.3, 0.0], [0.2, -0.1, 0.3], [-0.5, 0.6, -0.3], [0.7, 1.4, 0.5], [1.2, 1.9, -3.0], [-0.7, -0.2, -0.4], [1.6, -0.9, 1.6], [-0.7, 0.3, 1.4], [0.2, 0.3, 0.1], [-0.1, -0.9, 0.2], [1.0, 0.2, -2.3], [-0.4, 0.1, -0.1], [-2.2, -0.8, -2.4], [-0.1, 0.1, 0.4], [0.2, 0.3, -0.2], [-2.2, -1.4, 0.1], [0.1, -0.2, -0.3], [-1.0, -0.5, 0.1], [-3.8, -0.4, 1.2], [-0.3, -0.3, -0.4], [2.0, -0.3, 1.0], [0.0, 0.1, 0.1], [-0.4, -0.9, 1.4], [0.4, 0.1, -0.4], [1.2, 1.8, -2.2], [1.3, 1.1, -0.6], [-0.3, 0.9, -0.2], [1.3, 0.3, 0.2], [-0.3, 0.2, 0.2]],
  "mulliken_charge": [-0.9979, -0.9648, 0.3976, -0.6181, -0.6164, 0.0723, 0.7507, -0.3252, 0.1652, 0.3152, 0.2472, 0.2799, -0.5684, 0.2616, 0.3699, -0.7763, 0.3242, 0.3138, 0.8139, 0.3224, 0.2825, -0.3557, 0.2138, 0.1479, 1.1169, 0.1001, 0.3403, -0.8203, 0.0737, 0.3081, -0.5274, 0.0138, 0.3231, 0.2953, -0.4212, 0.2327, 0.8682, -0.6288, -0.8438, 0.2171, 0.1561, 0.7699, 0.2759, -0.5162, -0.2451, 0.2709, 0.3887, 0.3189, -0.7162, 0.4518, -0.0784, 0.3297, 0.5913, 0.1860, 0.3181, -0.5460, -0.6614, -0.2454, -0.4255, -0.1630, -0.1161, -0.8309, -0.3571, -0.0927, 0.4322, 0.3761, -0.2052, -0.0431, 0.2499, -0.1963, 0.0773, 0.4199, -0.1010, -0.0285, -0.6420, 0.3446, -0.3990, -0.6632, 0.9559, 0.4611, 0.1674, 0.3684, 0.3005, 0.2703, 0.4211, 0.4668, 0.2683, 0.4052, -0.7055, -0.9027, -0.4349, -0.5832, -0.7429, 0.5332, 0.1709, -1.0104, 0.4050, 0.1985, -0.3361, 0.2728, -0.2347, 0.7290, -0.2136, -0.3992, 0.1367, -0.3243, 0.3189, 1.0536, -0.5944, -0.6889, -0.5872, -0.1266, -0.3614, 0.2971, 0.2539, 0.3294, 0.7260, 0.3087, 0.2937, 0.1269, -0.7297, -0.5694, -0.5166, -0.2185, 0.2561, 0.2681, -0.6568, -0.6368, -0.3428, -0.1516, 0.3005, 0.3088, 0.3488, 0.3834, 0.5836, -0.4661, -0.1487, 0.3978, -0.0486, 0.3539, -0.1439, 0.4962, 0.4317, -0.0871, 0.3353, 0.4339, -0.1249, 0.4873, -0.5454, 0.2729, 0.2352, 0.3754, -0.0235, 0.4659, -0.3603, 0.3287, -0.2822, -0.6484, 0.1317, -0.3654, -0.6422, 0.1372, -0.9227, -0.3638, 0.1089, -0.5813, 0.2602, 0.4820, -0.4019, 0.0930, -0.4842, 1.1466, 0.3435, -1.0021, -0.1439, -0.4677, 0.2540, -0.6023, 1.1014, -0.2238, 0.0495, 0.3501]
}



# 2
{
  "formula": "C2H4BrN",
  "method": "ωB97M-V/def2-TZVPD",
  "charge": 0,
  "smiles": "C/N=C/Br",
  "elements": ["Br", "C", "H", "C", "H", "H", "H", "N"],
  "coordinates": [[2.2018, 0.0098, -1.9799], [0.7014, -0.4101, -0.9384], [-1.1148, -0.6556, 0.8459], [-0.7374, 0.4135, 0.8390], [-0.0007, 0.4680, 1.7110], [-1.5938, 1.1813, 0.7136], [0.2734, -1.4969, -0.9508], [0.2700, 0.4900, -0.2403]],
  "forces_ev_per_angstrom": [[0.5, -0.4, -0.7], [-1.1, -2.6, 0.2], [-0.2, 1.1, 0.2], [1.0, -1.6, -0.5], [-1.9, 0.6, -0.5], [1.8, -1.2, 0.5], [1.0, 1.6, -0.2], [-1.1, 2.4, 1.2]],
  "mulliken_charge": [-0.1428, -0.0186, 0.2356, -0.5463, 0.2426, 0.2232, 0.2916, -0.2852]
}



| no. | HOMO-LUMO gap (Ha) |
| --- | --- |
| 1 | 0.2513 |
| 2 | 0.3848 |